1.
A cluster of 2 separate species, C4H12 in total at a distorted geometry. Source: the OMol25 dataset; level of theory: the ωB97M-V functional and the def2-TZVPD basis.

```
16
Properties=species:S:1:pos:R:3
C 2.070 -0.393 -1.252
C 2.072 -0.731 0.239
H 1.055 -0.205 -1.650
H 2.383 0.643 -1.308
H 2.571 -1.118 -1.971
H 1.398 -1.209 0.870
H 2.953 -1.439 0.441
H 2.257 0.229 0.773
C -1.293 0.435 0.622
C -2.843 0.585 0.385
H -0.977 1.362 1.064
H -1.223 -0.444 1.146
H -0.773 0.526 -0.275
H -3.431 -0.323 -0.098
H -2.917 1.385 -0.338
H -3.304 0.698 1.352
```

Calculated values
E_HOMO (Eh): -0.4091
Total charge: 0
Molar mass (u): 60.140
Gap between HOMO and LUMO (eV): 12.240
Relative energy (zero: lowest compared OMol25 entry of this formula, charge and spin) (eV): 1.4481


2.
A structure of composition C33H31Cl2NNiOPS3. Source: the OMol25 dataset; level of theory: the ωB97M-V functional and the def2-TZVPD basis.

```
73
Properties=species:S:1:pos:R:3
Ni -0.711 1.018 -0.077
C -4.098 0.374 0.431
C -3.947 1.862 0.755
S -2.302 2.613 0.491
C -2.407 3.458 -1.102
C -2.660 2.530 -2.264
S -1.497 1.128 -2.236
C -2.526 -0.214 -2.903
C -3.480 -0.943 -1.968
S -4.798 0.041 -1.213
H -4.758 -0.085 1.164
H -3.141 -0.126 0.511
H -4.124 2.018 1.817
H -4.657 2.483 0.209
H -1.445 3.965 -1.189
H -3.182 4.223 -1.043
H -2.516 3.057 -3.207
H -3.667 2.124 -2.224
H -1.804 -0.918 -3.319
H -3.062 0.244 -3.735
H -2.944 -1.432 -1.160
H -3.983 -1.719 -2.546
Cl -1.672 -1.385 4.162
C -0.608 -0.047 3.904
C 0.090 0.494 4.995
C 0.897 1.582 4.848
Cl 1.712 2.247 6.231
C 1.049 2.179 3.581
C 1.829 3.329 3.328
C 1.893 3.846 2.066
C 1.207 3.198 1.029
N 0.493 2.112 1.219
C 0.366 1.604 2.482
C -0.518 0.481 2.628
O -1.192 0.035 1.602
H -0.034 0.045 5.973
H 2.356 3.802 4.147
H 2.469 4.737 1.851
H 1.266 3.572 0.013
C 5.380 -0.145 -0.401
C 4.787 -1.389 -0.597
C 3.409 -1.509 -0.611
C 2.606 -0.381 -0.414
C 3.203 0.858 -0.226
C 4.590 0.976 -0.217
P 0.802 -0.611 -0.548
C 0.451 -1.996 0.566
C 1.303 -2.280 1.632
C 0.994 -3.309 2.513
C -0.162 -4.054 2.341
C -1.028 -3.760 1.296
C -0.727 -2.729 0.422
C 0.688 -1.250 -2.259
C 0.355 -2.562 -2.583
C 0.369 -2.977 -3.912
C 0.723 -2.092 -4.917
C 1.072 -0.782 -4.598
C 1.055 -0.365 -3.278
H 6.459 -0.055 -0.396
H 5.402 -2.268 -0.744
H 2.954 -2.480 -0.772
H 2.596 1.730 -0.084
H 5.047 1.945 -0.067
H 2.210 -1.705 1.776
H 1.662 -3.526 3.338
H -0.397 -4.856 3.029
H -1.941 -4.329 1.168
H -1.407 -2.498 -0.385
H 0.105 -3.273 -1.808
H 0.113 -4.001 -4.156
H 0.744 -2.420 -5.948
H 1.362 -0.092 -5.380
H 1.331 0.656 -3.033
```

Calculated values
E_HOMO (alpha / beta) (Eh): -0.3626 / -0.3626
Total charge: +1
Molar mass (u): 714.391
Gap between HOMO and LUMO (alpha / beta) (eV): 6.391 / 6.390
Relative energy (zero: lowest compared OMol25 entry of this formula, charge and spin) (eV): 0.9590